1.
ORCA calculation (ωB97M-V/def2-TZVPD) on 2 unconnected molecules or ions with the total composition C4H10O3.

Geometry (Å):
C1 1.542 3.102 -0.384
C2 0.906 1.784 0.091
C3 0.911 0.759 -1.074
C4 -0.129 -0.323 -0.851
O1 -1.272 -0.170 -1.174
O2 0.378 -1.353 -0.170
H1 2.563 3.011 -0.749
H2 1.337 4.003 0.187
H3 0.938 3.260 -1.281
H4 -0.108 1.891 0.497
H5 1.394 1.339 0.956
H6 0.771 1.246 -2.037
H7 1.923 0.341 -1.095
H8 -0.278 -2.063 -0.117
O3 -2.103 -3.269 2.700
H9 -1.313 -3.749 2.495
H10 -1.979 -3.030 3.639

As for the HOMO-LUMO gap: 10.874 eV. The calculation puts the energy above the lowest of the compared OMol25 structures with the same formula, charge and spin at 0.480 eV. As for the charge: 0. As for the LUMO energy: 0.52 eV. The SMILES is CCCC(=O)O.O.

=====

2.
ORCA calculation (ωB97M-V/def2-TZVPD) on a molecular structure, C4H10O3.

Geometry (Å):
C1 2.004 1.011 -0.224
O1 1.811 -0.323 0.263
C2 1.129 -1.102 -0.615
C3 -0.890 -0.814 0.353
O2 -0.466 -0.113 1.466
C4 -2.026 -0.050 -0.309
O3 -1.668 1.301 -0.479
H1 2.479 1.577 0.581
H2 1.035 1.452 -0.489
H3 2.649 0.987 -1.106
H4 -0.046 -0.728 -0.702
H5 1.135 -2.119 -0.197
H6 -1.134 -1.866 0.553
H7 0.514 -0.174 1.499
H8 -2.932 -0.147 0.311
H9 -2.250 -0.469 -1.296
H10 -1.343 1.577 0.392

As for the HOMO-LUMO gap: 8.953 eV. The calculation puts the energy above the lowest of the compared OMol25 structures with the same formula, charge and spin at 5.080 eV. As for the charge: 0. As for the LUMO energy: 0.78 eV.

=====

3.
ORCA calculation (ωB97M-V/def2-TZVPD) on a single C4H10O3 molecule.

Geometry (Å):
C1 -1.003 -1.286 0.141
O1 -0.619 -0.177 -0.695
C2 0.109 -0.499 -2.105
C3 0.078 0.932 -0.052
O2 -0.656 1.359 1.045
C4 1.468 0.559 0.428
O3 1.443 -0.289 1.554
H1 -1.556 -0.900 1.000
H2 -0.118 -1.831 0.473
H3 -1.642 -1.907 -0.486
H4 0.630 -1.434 -1.813
H5 -0.791 -0.845 -2.646
H6 0.130 1.655 -0.868
H7 -1.458 1.800 0.736
H8 2.005 1.496 0.637
H9 1.981 0.040 -0.384
H10 0.929 0.166 2.235

As for the HOMO-LUMO gap: 7.809 eV. The calculation puts the energy above the lowest of the compared OMol25 structures with the same formula, charge and spin at 5.121 eV. As for the charge: 0. As for the LUMO energy: 0.39 eV.

=====

4.
ORCA calculation (ωB97M-V/def2-TZVPD) on 3 unconnected molecules or ions with the total composition C4H10O3.

Geometry (Å):
C1 -0.963 -0.316 1.645
C2 -1.260 -0.564 0.331
O1 -0.794 -1.715 -0.306
C3 -1.632 0.398 -0.647
C4 -2.018 0.093 -1.950
H1 -0.623 -1.078 2.356
H2 -1.109 0.696 2.015
H3 0.094 -1.484 -0.624
H4 -1.795 1.469 -0.323
H5 -2.353 -0.880 -2.260
H6 -2.061 0.962 -2.584
H7 2.764 1.786 2.176
H8 1.767 1.026 1.368
O2 2.304 1.827 1.328
H9 2.971 -1.142 -0.332
H10 2.542 -0.315 -1.480
O3 2.165 -0.763 -0.712

The spin multiplicity is 2. As for the HOMO-LUMO gap (spin up / spin down): 8.958 / 6.420 eV. The calculation puts the energy above the lowest of the compared OMol25 structures with the same formula, charge and spin at 1.106 eV. The expectation value of S² is 0.800. As for the charge: +1. As for the LUMO energy (spin up / spin down): -5.62 / -8.16 eV.

=====

5.
ORCA calculation (ωB97M-V/def2-TZVPD) on a molecular structure, C4H10O3Sr.

Geometry (Å):
C1 -1.137 1.363 1.478
O1 -0.027 1.180 2.407
C2 0.224 -0.149 2.796
C3 1.092 -0.956 1.826
O2 0.512 -1.259 0.597
H1 -1.006 2.390 1.093
H2 -2.070 1.400 2.083
H3 -0.731 -0.682 2.977
H4 0.751 -0.105 3.764
H5 1.378 -1.883 2.369
H6 2.032 -0.379 1.683
Sr1 -1.094 -0.222 -0.243
O3 -1.051 -0.430 -2.590
H7 -1.306 -1.211 -3.089
C4 -0.406 0.585 -3.457
H8 0.492 0.385 -4.054
H9 -1.156 0.700 -4.251
H10 -0.072 1.433 -2.846

As for the HOMO-LUMO gap: 5.584 eV. As for the charge: 0. As for the LUMO energy: -0.56 eV.

=====

6.
ORCA calculation (ωB97M-V/def2-TZVPD) on a single C4H10OS molecule.

Geometry (Å):
C1 -1.260 -1.257 -0.083
C2 -0.078 -0.478 0.434
C3 -0.553 0.995 0.707
O1 -0.886 1.756 -0.431
C4 1.070 -0.385 -0.538
S1 2.603 0.148 0.207
H1 -1.710 -0.674 -0.889
H2 -0.938 -2.217 -0.452
H3 -2.075 -1.287 0.724
H4 0.142 -0.854 1.513
H5 -1.418 0.910 1.343
H6 0.209 1.515 1.283
H7 -0.081 1.782 -0.921
H8 0.865 0.310 -1.305
H9 1.104 -1.373 -0.970
H10 3.006 1.110 -0.623

As for the HOMO-LUMO gap: 9.929 eV. The calculation puts the energy above the lowest of the compared OMol25 structures with the same formula, charge and spin at 0.695 eV. As for the charge: 0. As for the LUMO energy: 0.68 eV. The SMILES is C[C@H](CO)CS.

=====

7.
ORCA calculation (ωB97M-V/def2-TZVPD) on 2 unconnected molecules or ions with the total composition C4H10OS.

Geometry (Å):
C1 -3.214 1.268 -1.863
C2 -1.870 1.351 -1.612
O1 -1.101 2.020 -2.429
H1 -3.675 0.426 -1.355
H2 -3.739 1.800 -2.626
H3 -1.356 0.876 -0.760
H4 -1.558 2.743 -2.835
C3 2.627 -0.891 0.371
S1 1.653 -0.940 1.963
C4 -0.008 -1.586 1.584
H5 3.300 -1.786 0.199
H6 3.310 -0.047 0.464
H7 1.882 -0.948 -0.437
H8 -0.387 -2.070 2.491
H9 -0.690 -0.721 1.339
H10 0.070 -2.245 0.664

As for the HOMO-LUMO gap: 9.267 eV. The calculation puts the energy above the lowest of the compared OMol25 structures with the same formula, charge and spin at 1.900 eV. As for the charge: 0. As for the LUMO energy: 0.85 eV. The SMILES is C=CO.CSC.

=====

8.
ORCA calculation (ωB97M-V/def2-TZVPD) on 2 unconnected molecules or ions with the total composition C4H10OS.

Geometry (Å):
C1 -1.595 -0.939 -3.058
S1 -0.503 -0.667 -4.647
C2 -0.583 1.137 -4.899
H1 -2.158 -0.133 -2.571
H2 -2.129 -1.809 -3.473
H3 -0.890 -1.460 -2.371
H4 -1.109 1.300 -5.854
H5 0.453 1.320 -4.927
H6 -1.090 1.699 -4.031
C3 1.100 0.697 5.801
C4 1.310 -0.520 5.171
O1 1.555 -0.555 3.748
H7 0.805 0.912 6.825
H8 1.187 1.495 5.060
H9 1.180 -1.486 5.606
H10 2.465 -0.990 3.619

The spin multiplicity is 2. As for the HOMO-LUMO gap (spin up / spin down): 6.676 / 2.527 eV. The calculation puts the energy above the lowest of the compared OMol25 structures with the same formula, charge and spin at 1.750 eV. The expectation value of S² is 0.753. As for the charge: +1. As for the LUMO energy (spin up / spin down): -4.34 / -8.49 eV.

=====

9.
ORCA calculation (ωB97M-V/def2-TZVPD) on 2 unconnected molecules or ions with the total composition C4H10OS2.

Geometry (Å):
C1 -0.427 0.112 -0.574
C2 1.088 -0.141 -0.528
C3 1.855 0.536 -1.703
S1 1.697 2.362 -1.581
S2 -0.324 2.628 -1.641
C4 -0.922 1.560 -0.286
H1 -0.903 -0.164 -1.534
H2 -0.830 -0.561 0.207
H3 1.254 -1.233 -0.589
H4 1.553 0.219 0.410
H5 2.929 0.268 -1.666
H6 1.448 0.161 -2.662
H7 -0.525 1.823 0.712
H8 -2.027 1.605 -0.231
O1 -2.296 -3.215 3.744
H9 -1.380 -3.358 3.413
H10 -2.191 -2.604 4.508

As for the HOMO-LUMO gap: 8.974 eV. The calculation puts the energy above the lowest of the compared OMol25 structures with the same formula, charge and spin at 0.362 eV. As for the charge: 0. As for the LUMO energy: 0.57 eV. The SMILES is C1CCSSC1.O.

=====

10.
ORCA calculation (ωB97M-V/def2-TZVPD) on a molecular structure, C4H10S.

Geometry (Å):
C1 -1.181 0.901 0.163
C2 -0.231 -0.122 -0.247
C3 0.990 0.565 0.239
C4 -0.027 -1.585 0.548
H1 -0.712 1.397 1.054
H2 -1.118 1.659 -0.775
H3 -2.418 0.759 0.521
H4 1.327 0.242 1.438
H5 0.946 1.729 0.128
H6 1.954 0.133 -0.687
H7 1.031 -1.814 -0.067
H8 -0.924 -2.257 0.223
H9 -0.359 -1.587 1.599
H10 0.685 0.676 -2.179
S1 0.037 -0.697 -1.958

As for the HOMO-LUMO gap: 9.768 eV. The calculation puts the energy above the lowest of the compared OMol25 structures with the same formula, charge and spin at 5.110 eV. As for the charge: 0. As for the LUMO energy: 0.66 eV.

=====

11.
ORCA calculation (ωB97M-V/def2-TZVPD) on a single C4H10S molecule.

Geometry (Å):
C1 0.009 1.463 2.582
C2 0.617 0.314 1.734
C3 0.252 0.417 0.266
C4 0.193 -0.929 -0.468
S1 -0.426 -0.769 -2.160
H1 0.554 1.514 3.524
H2 -1.002 1.211 2.878
H3 0.026 2.413 2.062
H4 1.695 0.315 1.913
H5 0.196 -0.604 2.162
H6 -0.714 0.907 0.203
H7 0.940 1.048 -0.296
H8 1.193 -1.347 -0.525
H9 -0.410 -1.639 0.096
H10 -1.686 -0.485 -1.810

As for the HOMO-LUMO gap: 10.066 eV. The calculation puts the energy above the lowest of the compared OMol25 structures with the same formula, charge and spin at 0.040 eV. As for the charge: 0. As for the LUMO energy: 1.05 eV. The SMILES is CCCCS.

=====

12.
ORCA calculation (ωB97M-V/def2-TZVPD) on 2 unconnected molecules or ions with the total composition C4H10S.

Geometry (Å):
C1 1.278 1.288 -1.864
C2 1.531 1.641 -0.619
H1 1.995 0.755 -2.474
H2 0.322 1.481 -2.332
H3 2.499 1.437 -0.179
H4 0.805 2.232 -0.073
C3 -0.613 -1.827 1.072
C4 -1.010 -0.365 1.204
S1 -2.147 0.221 -0.102
H5 -0.643 -2.149 0.035
H6 -1.260 -2.493 1.649
H7 0.397 -1.993 1.451
H8 -1.536 -0.158 2.138
H9 -0.139 0.286 1.202
H10 -1.479 -0.356 -1.108

As for the HOMO-LUMO gap: 9.996 eV. The calculation puts the energy above the lowest of the compared OMol25 structures with the same formula, charge and spin at 1.051 eV. As for the charge: 0. As for the LUMO energy: 1.02 eV. The SMILES is C=C.CCS.

=====

13.
ORCA calculation (ωB97M-V/def2-TZVPD) on a single C4H10S2 molecule.

Geometry (Å):
C1 -2.134 -1.727 -0.485
C2 -1.745 -0.516 0.327
S1 -1.926 0.958 -0.780
S2 0.117 1.524 -0.813
C3 1.356 1.235 0.488
C4 2.680 0.894 -0.197
H1 -1.968 -2.671 0.038
H2 -3.209 -1.726 -0.681
H3 -1.461 -1.696 -1.337
H4 -2.369 -0.340 1.205
H5 -0.705 -0.643 0.607
H6 0.907 0.392 1.063
H7 1.485 1.995 1.281
H8 2.536 -0.095 -0.608
H9 3.126 1.673 -0.789
H10 3.309 0.743 0.682

As for the HOMO-LUMO gap: 8.252 eV. The calculation puts the energy above the lowest of the compared OMol25 structures with the same formula, charge and spin at 1.446 eV. As for the charge: 0. As for the LUMO energy: 0.38 eV. The SMILES is CCSSCC.

=====

14.
ORCA calculation (ωB97M-V/def2-TZVPD) on 2 unconnected molecules or ions with the total composition C4H10S2.

Geometry (Å):
C1 1.723 -1.073 0.784
C2 1.157 -1.014 -0.410
C3 -0.163 -1.644 -0.756
H1 2.791 -0.929 0.868
H2 1.195 -1.454 1.656
H3 1.785 -0.778 -1.267
H4 -0.477 -1.308 -1.742
H5 -1.031 -1.496 -0.111
H6 0.011 -2.716 -0.843
C4 -0.878 1.318 1.178
S1 -0.026 2.150 -0.199
S2 -1.442 2.024 -1.691
H7 -0.058 0.947 1.785
H8 -1.396 2.047 1.806
H9 -1.569 0.583 0.791
H10 -1.622 3.343 -1.848

As for the HOMO-LUMO gap: 9.137 eV. The calculation puts the energy above the lowest of the compared OMol25 structures with the same formula, charge and spin at 1.430 eV. As for the charge: 0. As for the LUMO energy: 0.63 eV. The SMILES is C=CC.CSS.

=====

15.
ORCA calculation (ωB97M-V/def2-TZVPD) on 2 unconnected molecules or ions with the total composition C4H10S2.

Geometry (Å):
C1 -0.203 -1.968 0.196
C2 -1.000 -1.019 0.662
C3 -1.841 -1.072 1.903
H1 0.040 -2.004 -0.854
H2 0.005 -2.833 0.817
H3 -1.249 -0.219 -0.032
H4 -1.330 -0.836 2.833
H5 -2.282 -2.065 2.026
H6 -2.711 -0.419 1.830
C4 1.190 1.014 -1.936
S1 0.773 2.006 -0.474
S2 2.642 2.884 -0.170
H7 0.442 0.240 -2.053
H8 1.232 1.670 -2.794
H9 2.120 0.485 -1.751
H10 2.169 4.137 -0.200

As for the HOMO-LUMO gap: 9.126 eV. The calculation puts the energy above the lowest of the compared OMol25 structures with the same formula, charge and spin at 1.468 eV. As for the charge: 0. As for the LUMO energy: 0.59 eV. The SMILES is C=CC.CSS.